# 1
# C26H51HgN7O10

A structure of composition C26H51HgN7O10 in a non-equilibrium geometry (ωB97M-V/def2-TZVPD, OMol25).

Results
Expectation value of S² = 0.753
DFT total energy = -62860.669 eV
Frontier orbital gap (spin up / spin down) = 3.549 / 5.343 eV
E_LUMO (spin up / spin down) = 0.066 / 0.066 Eh
F_max = 5.9 eV/Å

```
! wB97M-V def2-TZVPD RIJCOSX def2/J DEFGRID3
* xyz -1 2
Hg -2.4352 -2.1622 0.6844
O -2.0000 0.1150 1.3237
C -1.2498 0.7598 0.3765
C -0.5647 -0.1887 -0.7351
O -0.3769 -1.6263 -0.5168
H -0.3777 1.1699 0.8856
H -1.8409 1.5260 -0.1251
H 0.3000 0.2572 -1.2265
H -1.3302 -0.2574 -1.5080
C -4.2667 -0.9957 -1.7865
O -4.0227 -1.8338 -0.9297
N -5.2980 -1.0624 -2.6740
C -5.6007 0.0512 -3.6083
C -6.2811 -2.1598 -2.7443
H -3.5979 -0.1521 -2.0171
H -5.5921 -0.2580 -4.6535
H -4.9404 0.9155 -3.5373
H -6.6195 0.3150 -3.3243
H -6.0010 -2.9532 -2.0514
H -7.2446 -1.6552 -2.6726
H -6.3646 -2.4973 -3.7774
C 2.7706 1.4718 4.4715
O 3.1109 1.5154 5.6567
N 3.4333 0.7772 3.4727
C 2.9346 0.9842 2.1235
C 4.5778 -0.1094 3.8563
H 1.9451 1.9786 3.9481
H 1.9841 0.4629 2.0097
H 3.7110 0.4921 1.5377
H 2.8704 2.0186 1.7861
H 4.6872 -0.3226 4.9197
H 4.5584 -1.0001 3.2284
H 5.5535 0.3440 3.6815
C -0.1629 -2.9617 2.5366
O -1.3968 -3.1997 2.3736
N 0.3663 -3.0994 3.8022
C 1.7562 -2.9560 4.1273
C -0.4372 -3.9347 4.8313
H 0.6180 -2.5861 1.8575
H 2.2314 -2.1783 3.5295
H 2.3689 -3.8558 4.1832
H 1.7466 -2.8172 5.2084
H 0.2073 -4.8056 4.9502
H -0.5185 -3.4208 5.7891
H -1.3548 -4.3349 4.4001
C -1.8869 0.5685 -4.4090
O -2.7106 -0.1427 -5.0440
N -1.4050 1.7978 -4.8601
C -1.7306 2.2309 -6.2251
C -0.5945 2.7949 -4.1196
H -1.5822 0.5176 -3.3522
H -0.8376 1.9746 -6.7952
H -1.8811 3.3003 -6.3730
H -2.5919 1.7239 -6.6599
H 0.3733 2.8659 -4.6161
H -1.0348 3.7915 -4.1498
H -0.3383 2.3697 -3.1492
C 1.2575 4.1177 1.3355
O 1.1541 4.2164 2.5634
N 2.3843 4.5372 0.7087
C 2.3476 4.7792 -0.7231
C 3.5273 5.1385 1.4173
H 0.4320 3.8001 0.6799
H 3.0809 4.2616 -1.3415
H 2.2964 5.8032 -1.0932
H 1.4707 4.4119 -1.2561
H 3.5192 6.2132 1.2355
H 3.4595 4.9679 2.4917
H 4.4744 4.7144 1.0836
C -1.1045 2.0233 4.4322
O -1.3489 3.2689 4.5930
N -1.3507 1.2280 5.4577
C -1.1774 -0.2894 5.2109
C -1.9353 1.6453 6.7051
H -0.7289 1.5846 3.4948
H -1.0700 -0.4463 4.1376
H -2.0992 -0.7693 5.5398
H -0.2431 -0.6113 5.6709
H -1.6575 0.9965 7.5357
H -1.7515 2.7011 6.9044
H -3.0028 1.5579 6.5029
C 0.8791 -2.4235 -5.2955
C 1.1402 -2.5608 -3.9292
C 2.1593 -3.4105 -3.5256
C 2.8961 -4.1668 -4.5247
C 2.6149 -3.8778 -5.8894
C 1.5742 -3.0496 -6.2831
N 4.1652 -4.8392 -4.2244
O 4.5811 -5.7740 -4.9122
O 4.8615 -4.3796 -3.4290
H 0.0769 -1.7341 -5.5139
H 0.5540 -1.9888 -3.2253
H 2.3588 -3.7076 -2.5066
H 3.2170 -4.4265 -6.5986
H 1.3512 -3.0744 -7.3395
*
```

# 2
# C26H52BINO8

A cluster of 2 separate species, C26H52BINO8 in total in a non-equilibrium geometry (ωB97M-V/def2-TZVPD, OMol25).

Results
DFT total energy = -54451.227 eV
Frontier orbital gap = 1.720 eV
E_LUMO = 0.006 Eh
F_max = 1.1 eV/Å

```
! wB97M-V def2-TZVPD RIJCOSX def2/J DEFGRID3
* xyz -1 1
C -1.8620 7.9638 -3.1787
C -1.8822 7.2825 -4.5384
O -2.2364 5.9269 -4.4304
C -1.1479 5.0136 -4.3038
C -1.3824 4.0071 -3.1822
C -1.9827 2.6612 -3.6271
C -1.1652 1.4119 -3.2810
C -1.3010 0.9217 -1.8399
C -0.7444 1.9108 -0.7904
O -1.6679 2.9015 -0.5519
B -2.5299 2.5167 0.6393
O -2.4899 3.6028 1.5832
C -3.5608 3.7049 2.4802
C -3.1236 4.5123 3.6976
O -3.0924 3.7035 4.8769
C -3.0430 4.4445 6.0634
C -4.3815 5.0789 6.4597
C -4.0118 2.0243 0.1227
O -4.7499 2.9383 -0.3387
O -4.2984 0.7847 0.1405
O -1.7179 1.3040 1.1855
C -0.5815 1.2184 0.5836
I 1.1225 2.5488 1.6423
C 0.0038 -0.1763 0.5949
O 0.5846 -0.5956 1.8245
C 1.5934 -1.5211 1.6243
C 2.9154 -0.9199 1.1496
H -2.8511 7.8943 -2.7256
H -1.1513 7.4864 -2.5038
H -1.6143 9.0236 -3.2851
H -2.6272 7.7607 -5.1812
H -0.9100 7.3913 -5.0388
H -0.2270 5.5794 -4.1177
H -1.0381 4.5026 -5.2710
H -2.0611 4.4629 -2.4619
H -0.4517 3.8576 -2.6318
H -2.9828 2.5533 -3.2025
H -2.1028 2.6884 -4.7179
H -0.1076 1.5725 -3.5366
H -1.5198 0.6012 -3.9298
H -2.3617 0.7778 -1.6065
H -0.8217 -0.0591 -1.7646
H 0.2154 2.3203 -1.1338
H -4.3967 4.2031 1.9760
H -3.9081 2.7231 2.8223
H -2.1126 4.8883 3.4980
H -3.7825 5.3729 3.8644
H -2.2538 5.2096 6.0111
H -2.7411 3.7371 6.8402
H -4.2364 6.0015 7.0258
H -4.9651 5.3242 5.5728
H -4.9766 4.3890 7.0592
H 0.7301 -0.2507 -0.2212
H -0.8424 -0.8441 0.3915
H 1.2463 -2.3308 0.9466
H 1.7702 -1.9985 2.5971
H 2.8393 -0.4624 0.1645
H 3.6830 -1.7073 1.1365
H 3.2255 -0.1596 1.8647
C 3.3348 -4.3784 -2.4632
C 3.9889 -3.9111 -1.1653
C 4.5506 -4.9544 -0.2144
N 3.5789 -5.9556 0.3989
C 3.3790 -7.1070 -0.5595
C 2.2746 -8.0642 -0.1436
C 0.9701 -7.3190 0.1141
C 1.1895 -6.2547 1.1808
C 2.2733 -5.2837 0.7491
C 4.2194 -6.4702 1.6455
H 2.3817 -4.8861 -2.3062
H 3.1220 -3.5128 -3.0880
H 3.9903 -5.0439 -3.0297
H 3.3189 -3.2483 -0.6150
H 4.8466 -3.2860 -1.4246
H 5.0048 -4.4356 0.6295
H 5.3239 -5.5580 -0.6932
H 3.1559 -6.6708 -1.5289
H 4.3444 -7.6086 -0.6255
H 2.1567 -8.7910 -0.9482
H 2.5671 -8.6332 0.7423
H 0.1865 -8.0118 0.4171
H 0.6317 -6.8417 -0.8109
H 1.4305 -6.7179 2.1408
H 0.2838 -5.6695 1.3413
H 2.4947 -4.5509 1.5253
H 1.9411 -4.7486 -0.1362
H 4.3409 -5.6435 2.3403
H 5.1905 -6.8866 1.3875
H 3.5958 -7.2356 2.0934
*
```

# 3
# C26H52Br6N8O4

A cluster of 11 separate species, C26H52Br6N8O4 in total in a non-equilibrium geometry (ωB97M-V/def2-TZVPD, OMol25).

Results
DFT total energy = -468170.145 eV
Frontier orbital gap = 9.310 eV
E_LUMO = 0.016 Eh
F_max = 5.3 eV/Å

```
! wB97M-V def2-TZVPD RIJCOSX def2/J DEFGRID3
* xyz 0 1
C 5.3849 -0.0524 -3.6914
N 4.0774 0.4219 -3.3230
C 3.9944 1.7531 -2.7306
C 2.9301 -0.1347 -3.7703
O 1.8207 0.3159 -3.5711
H 5.8854 0.5055 -4.4531
H 5.3243 -1.0843 -4.0356
H 5.9750 -0.0731 -2.7909
H 4.2507 1.6824 -1.6156
H 4.7759 2.3946 -3.2016
H 2.9883 2.1584 -2.7854
H 3.1520 -1.0522 -4.2891
C -1.3166 -2.4529 3.6955
N -2.3265 -3.4593 3.7787
C -3.7643 -3.1534 3.7525
C -1.9141 -4.7405 3.6752
O -0.7756 -5.0864 3.7978
H -0.6923 -2.5379 2.7522
H -0.5580 -2.4773 4.5355
H -1.7175 -1.4372 3.8430
H -3.9347 -2.2691 3.1321
H -4.3255 -3.9839 3.3262
H -4.1079 -2.9221 4.7984
H -2.7659 -5.4871 3.4724
C -2.4807 -2.2428 -3.6630
N -3.3137 -1.3561 -2.8194
C -4.7496 -1.6848 -2.6636
C -2.8810 -0.1979 -2.3520
O -3.5540 0.4830 -1.6053
H -2.9632 -2.4501 -4.6035
H -2.2396 -3.1691 -3.0774
H -1.5934 -1.6364 -3.9329
H -5.0644 -1.0641 -1.8204
H -5.2942 -1.4469 -3.5795
H -4.8579 -2.7955 -2.5232
H -1.7813 0.0777 -2.5640
C -0.1622 1.9578 -0.7736
N -0.1610 0.7320 -0.0393
C -1.3314 0.4435 0.7304
C 0.9504 -0.0139 0.0127
O 1.1591 -1.0389 0.6723
H -1.0593 2.2078 -1.3194
H 0.5775 2.0174 -1.5232
H -0.0304 2.7502 0.0351
H -1.5835 1.2798 1.3742
H -2.1934 0.2717 0.0743
H -1.1345 -0.4403 1.3349
H 1.6260 0.3288 -0.7561
Br -2.0653 3.9194 -4.3203
C -0.1145 3.8316 -4.5702
C 0.6166 4.7235 -3.5720
Br 0.2557 6.6170 -3.8809
H -0.0752 4.1431 -5.6029
H 0.1920 2.7770 -4.4573
H 1.7028 4.7107 -3.6815
H 0.3835 4.3438 -2.5548
Br 2.7383 -4.3945 2.4997
C 4.3272 -3.5430 1.7587
C 3.8445 -2.8035 0.5499
Br 5.1923 -1.5612 -0.0198
H 5.0429 -4.3351 1.5613
H 4.7261 -2.8469 2.5338
H 2.9603 -2.2216 0.7522
H 3.6828 -3.4572 -0.3087
Br 1.3746 -5.3591 -1.5708
C 0.3928 -4.0412 -0.6616
C -0.8478 -4.7293 -0.0316
Br -2.1674 -3.3656 0.3025
H 0.0886 -3.2057 -1.3515
H 1.0485 -3.5949 0.1019
H -0.6195 -5.2847 0.9431
H -1.2869 -5.3757 -0.7137
C -3.7252 3.7716 -1.0638
C -2.5911 4.1385 -0.2279
N -1.6908 4.4545 0.3643
H -4.6191 3.8980 -0.5348
H -3.5621 2.7531 -1.3297
H -3.6465 4.5095 -1.9004
C 1.9146 -0.4876 3.7357
C 1.4585 0.8869 3.5396
N 1.0109 1.9242 3.3699
H 2.9868 -0.4075 3.5498
H 1.4819 -1.2811 3.1114
H 1.7604 -0.7196 4.7974
C -1.4549 2.7353 4.9357
C -1.7743 1.3049 5.0270
N -2.0475 0.2627 5.3026
H -0.9447 2.9792 4.0315
H -0.8711 2.9288 5.8035
H -2.3488 3.2935 5.0845
C 1.2114 5.0274 1.8934
C 2.1385 4.1997 1.1409
N 2.7770 3.4415 0.5593
H 1.7035 5.9762 2.1827
H 0.8526 4.4349 2.7455
H 0.3426 5.1877 1.2564
*
```

# 4
# C26H52BrFNO3S

The ion C26H52BrFNO3S with charge +1 (ωB97M-V/def2-TZVPD, OMol25).

Results
DFT total energy = -119023.953 eV
Frontier orbital gap = 9.742 eV
E_LUMO = -0.119 Eh
F_max = 0.5 eV/Å

```
! wB97M-V def2-TZVPD RIJCOSX def2/J DEFGRID3
* xyz 1 1
C 2.2418 3.7314 1.4571
C 3.4275 3.4716 2.4089
C 4.8275 3.7410 1.8253
C 5.4307 2.5353 1.0957
C 4.5586 2.0013 -0.0378
C 5.2165 0.9070 -0.8800
C 4.2218 0.2502 -1.8491
C 4.0227 1.0321 -3.1676
C 2.5570 1.2095 -3.5806
C 1.8072 -0.1224 -3.8269
C 0.8776 -0.5455 -2.6603
C 1.0117 -2.0163 -2.2610
C 0.0694 -2.4999 -1.1294
C 0.1632 -1.6416 0.1428
C 1.5303 -1.7218 0.8222
C 1.6936 -0.5045 1.7069
N 0.6205 -0.5329 2.7516
F 0.9550 -1.5353 3.6346
C -0.8123 -0.6937 2.2639
Br -1.8660 -0.7741 3.8847
C -1.0360 -1.7500 1.1312
O -2.1260 -1.3883 0.3424
C -3.3545 -0.8361 0.8673
C -4.3960 -0.8802 -0.2417
C -4.6415 -2.3290 -0.6849
C -5.6906 -0.2148 0.2658
C -6.3422 0.7583 -0.7435
C -6.0046 2.2289 -0.4221
C -7.8605 0.5558 -0.7815
S -1.4769 -3.5018 1.6682
C -0.3060 -4.1347 2.8286
O -1.3724 -4.2954 0.4742
O -2.7313 -3.3833 2.3684
H 1.4032 4.1946 1.9840
H 1.8690 2.8196 0.9779
H 2.5290 4.4132 0.6530
H 3.4010 2.4321 2.7753
H 3.2973 4.1048 3.2904
H 5.4991 4.0099 2.6452
H 4.7777 4.5948 1.1396
H 5.6071 1.7409 1.8346
H 6.4140 2.7977 0.6913
H 4.2710 2.8370 -0.6902
H 3.6189 1.6061 0.3681
H 5.6630 0.1523 -0.2196
H 6.0458 1.3419 -1.4503
H 4.5606 -0.7663 -2.0746
H 3.2565 0.1746 -1.3351
H 4.5654 0.5234 -3.9696
H 4.4817 2.0245 -3.0771
H 2.5316 1.8277 -4.4838
H 2.0324 1.7917 -2.8104
H 1.2014 -0.0204 -4.7297
H 2.5410 -0.9150 -4.0065
H 1.1259 0.0890 -1.8009
H -0.1658 -0.3423 -2.9220
H 2.0621 -2.2540 -2.0525
H 0.7522 -2.6277 -3.1340
H 0.3237 -3.5337 -0.8862
H -0.9581 -2.4979 -1.4947
H 0.0437 -0.5969 -0.1783
H 1.6635 -2.6355 1.4040
H 2.3130 -1.6913 0.0642
H 2.6352 -0.4550 2.2574
H 1.5342 0.4224 1.1473
H 0.6500 0.3222 3.3189
H -1.0441 0.2938 1.8533
H -3.1754 0.2064 1.1703
H -3.7034 -1.4147 1.7202
H -4.0066 -0.3200 -1.1007
H -5.4407 -2.3604 -1.4305
H -4.9552 -2.9385 0.1677
H -3.7515 -2.7822 -1.1247
H -6.4070 -0.9949 0.5402
H -5.4783 0.3399 1.1898
H -5.9417 0.5436 -1.7411
H -5.8247 2.8161 -1.3259
H -5.1126 2.3170 0.2074
H -6.8265 2.7063 0.1205
H -8.1167 -0.4897 -0.9741
H -8.3316 1.1776 -1.5461
H -8.2902 0.8260 0.1889
H 0.6868 -4.2408 2.3980
H -0.3198 -3.5618 3.7531
H -0.7230 -5.1288 3.0244
*
```

# 5
# C26H53Ca2Cl8FIN4O14P2

A structure of composition C26H53Ca2Cl8FIN4O14P2 in a non-equilibrium geometry (ωB97M-V/def2-TZVPD, OMol25).

Results
DFT total energy = -228878.612 eV
Frontier orbital gap = 1.246 eV
E_LUMO = -0.208 Eh
F_max = 5.1 eV/Å

```
! wB97M-V def2-TZVPD RIJCOSX def2/J DEFGRID3
* xyz 1 1
C 6.1755 -1.0597 -2.3186
C 5.6590 -0.4950 -3.6031
Cl 6.6108 -0.8759 -4.9941
C 4.5867 0.2542 -3.7049
Cl 4.1795 0.8222 -5.3254
C 3.6910 0.6478 -2.5538
C 2.7581 -0.4897 -2.0248
C 2.4785 -1.7621 -2.8071
C 3.4446 -2.9200 -2.4471
I 2.2666 -4.6734 -2.1995
O 4.3668 1.0084 -1.3764
C 4.8561 2.3413 -1.2722
C 6.2893 2.3279 -0.7973
C 6.5625 1.4461 0.4455
C 5.6772 1.4811 1.7101
Cl 8.1783 1.9702 1.0537
C 4.7651 3.2287 -2.5238
N 3.4742 3.0876 -3.3462
C 2.6703 4.3505 -3.1746
O 2.9775 5.1232 -4.2744
N 4.1520 5.9581 -3.9582
O 4.7588 6.0842 -4.9054
C 2.7486 1.8525 -2.9295
P 1.4102 1.4946 -4.2078
P -0.5045 2.0968 -3.3441
O -1.5601 1.0671 -3.5908
O -0.9653 3.4144 -4.1235
O -0.3987 2.5306 -1.8208
H 6.8811 -1.8663 -2.4974
H 5.4067 -1.3385 -1.6091
H 6.7638 -0.2727 -1.8385
H 3.2464 -0.8253 -1.1100
H 1.8219 -0.0305 -1.6989
H 2.3561 -1.6573 -3.8872
H 1.4929 -2.0776 -2.4646
H 3.9581 -2.7762 -1.5085
H 4.1269 -3.0975 -3.2734
H 4.2975 2.8169 -0.4510
H 6.9015 1.9005 -1.5989
H 6.5529 3.3691 -0.5413
H 6.6598 0.3999 0.1598
H 5.7186 2.4165 2.2672
H 6.0536 0.6695 2.3636
H 4.6283 1.2037 1.4518
H 5.5822 2.9319 -3.1951
H 4.9984 4.2534 -2.2373
H 3.7538 3.0720 -4.3362
H 1.5914 4.1904 -3.2085
H 2.9038 4.8798 -2.2482
H 2.2487 2.1242 -2.0148
H 1.2133 0.1196 -4.4225
H -0.9786 4.1586 -3.4931
H 0.1105 1.8922 -1.2927
Cl 1.5623 -0.6339 3.6327
C 1.9800 1.1109 3.8509
C 1.3937 1.9457 2.7773
Cl 2.1844 1.5798 1.2449
H 3.0700 1.2017 3.8923
H 1.5792 1.4086 4.8180
H 1.5520 3.0058 2.9977
H 0.3224 1.7764 2.6661
F 6.6615 4.7981 0.4536
Ca -3.5031 1.2107 -4.4421
O 2.0623 5.2727 2.5319
H 2.3022 6.1349 2.8917
H 1.4166 5.4761 1.8467
Cl -2.1205 0.5947 2.1101
C -3.1223 0.2653 3.5524
C -2.3136 -0.3224 4.6784
Cl -1.7524 -1.9749 4.3133
H -3.9346 -0.3951 3.2538
H -3.5519 1.2162 3.8630
H -2.9275 -0.3878 5.5752
H -1.4412 0.2879 4.9072
Cl 1.9930 -2.6823 0.2482
C 7.3796 4.0484 -5.0797
O 7.1531 2.9235 -4.6068
O 8.4377 4.3832 -5.6744
O 6.5578 5.0174 -5.0307
C -6.3159 -2.4734 4.2148
O -5.9896 -2.2715 2.8495
C -4.8090 -2.9417 2.4225
C -5.1297 -4.1097 1.5106
N -5.7631 -5.1979 2.2426
C -6.3719 -6.2246 1.3943
C -7.4903 -5.8026 0.4431
O -8.6897 -5.4145 1.0846
C -8.7114 -4.0819 1.5667
H -7.0885 -1.7527 4.4774
H -6.7191 -3.4755 4.3857
H -5.4459 -2.3123 4.8606
H -4.1892 -3.2524 3.2681
H -4.2337 -2.2084 1.8436
H -4.2038 -4.4755 1.0556
H -5.7759 -3.7278 0.7096
H -6.4860 -4.8174 2.8381
H -6.7827 -6.9795 2.0688
H -5.5804 -6.7145 0.8184
H -7.7491 -6.6804 -0.1543
H -7.1694 -5.0369 -0.2740
H -8.1424 -3.3993 0.9316
H -8.3405 -4.0424 2.5951
H -9.7461 -3.7485 1.5865
C -12.0511 -1.6272 3.6265
N -10.6209 -1.4771 3.2376
O -9.8028 -1.3504 4.1299
O -10.3708 -1.4931 2.0493
H -12.1209 -1.5952 4.7074
H -12.5996 -0.8051 3.1765
H -12.3949 -2.5834 3.2426
Ca 3.5050 -1.2251 2.6468
*
```